Record 1
99
Properties=species:S:1:pos:R:3 method="wB97M-V/def2-TZVPD" e_above_lowest_kcal_mol=0.0 charge=+2 multiplicity=1
O -0.53295 0.50709 -1.89244
H -0.22711 -3.56143 -5.70261
H -1.37031 3.51602 -4.03595
C 4.56389 -1.05423 2.89041
O -2.35215 -0.77052 -3.17779
C -1.84786 -1.27575 4.65198
H 2.63687 6.17319 -0.60952
C -3.18312 -4.20262 -1.58528
C -0.61149 -3.84369 -4.72100
C -1.99422 -3.59543 2.58606
H -3.84441 0.73483 -4.34475
P -1.93745 -2.32584 -2.90539
H -3.35046 -4.11547 -5.20730
H -4.08663 -1.42051 1.27179
H -1.37746 2.03011 3.42243
H 4.85911 2.18317 1.31651
H 1.40275 0.96220 -3.41857
H 2.50307 1.03435 6.11077
H 1.75490 3.76127 2.89896
N -0.26097 0.09628 -4.40805
H 2.71150 -1.43807 5.67186
C -0.88618 2.36161 4.33904
C 3.10560 2.94875 0.32782
H -2.43663 3.67980 -2.62802
C -3.44690 1.73842 -4.21795
N -3.25682 -2.81824 -2.06962
C 4.37891 5.35959 0.31898
H -2.72548 -4.20065 3.12747
H -2.08936 -3.82174 1.52325
C -0.81165 -0.07180 -5.75614
O 2.29851 1.12498 1.52559
H -0.83600 2.96244 -2.43007
H 1.22994 1.41944 -5.11115
H -3.78195 -4.28815 -0.67859
H -0.81966 0.87492 -6.30230
H 3.31662 -3.02495 5.21461
H 1.47793 3.95898 -0.64709
C 1.11857 0.59477 -4.40338
H -3.57094 -4.91153 -2.32224
H 3.07662 3.13434 3.89552
H -0.82965 -1.58040 4.90246
H -1.00776 3.44490 4.39958
H 6.03536 4.38386 1.24626
H -4.06683 -0.12350 2.47597
H 4.80915 -0.21161 3.53889
H -3.20735 2.15765 -5.19797
Si 2.82874 -1.68747 3.20131
C 2.58341 -2.25597 4.96309
C 2.47025 4.05483 -0.22636
H 2.34761 -2.63133 0.94344
H 1.21603 1.97803 6.84625
H -0.19707 -0.78519 -6.30559
H -2.52033 -1.76643 5.36072
C -4.62166 -2.37780 -2.36121
H 0.17614 -3.72308 -3.98384
H -1.94298 -0.20050 4.79260
H 4.69728 -0.74429 1.85246
H -4.21812 2.35441 -3.75583
C 4.37747 3.04960 0.87657
H -2.58669 -2.94956 -6.29765
H 1.34980 -3.40366 2.17776
C 5.03614 4.26770 0.85302
H -2.15395 -4.46371 -1.34375
C 2.37201 1.65920 0.36504
C 3.10525 5.28407 -0.21503
C 2.01230 3.37174 3.88826
O 6.24514 6.67242 0.59273
C -1.68793 3.04569 -3.10200
C 1.43313 1.24552 6.06569
Te -0.64379 -0.44747 1.47005
H -5.09881 -3.00348 -3.11991
H -1.41439 1.92958 5.18959
H -0.91131 -4.89310 -4.75606
C -2.90340 -3.12009 -5.26767
H -1.82477 -0.46642 -5.71092
P -1.30242 0.43122 -3.18939
H 1.79850 -0.20655 -4.69804
Si -2.29655 -1.79485 2.92535
H 5.28609 -1.84811 3.09258
Sn 0.86012 -0.89405 -1.05601
H -3.66490 -2.37931 -5.02393
C -3.94826 -1.19721 2.33109
N -1.75034 -2.99140 -4.38021
H 1.84221 4.17148 4.61349
H -4.73597 -1.70738 2.89083
O 1.94826 1.13246 -0.67678
H -5.20980 -2.44757 -1.44593
O 4.39259 7.64095 0.05241
H 3.05051 -3.84638 2.00309
N 5.06605 6.67050 0.32057
H 0.89152 0.33153 6.31478
Si 0.94030 1.92036 4.38944
O -0.67512 -2.43065 -2.11977
H 1.59352 -2.69021 5.11681
N -2.27329 1.72281 -3.34205
H -4.62816 -1.34157 -2.68777
C 2.34648 -3.01236 1.96642
Si 1.41320 0.18547 2.81397
H -0.99952 -3.89921 2.91331



Record 2
93
Properties=species:S:1:pos:R:3 method="wB97M-V/def2-TZVPD" charge=0 smiles="CNC[Si@@](CCO)([PH2]=O)P(=O)(O)O.C1CCOC1.C1CCOC1.C1CCOC1.C1CCOC1.C1CCOC1" multiplicity=1 total_energy_ev=-74200.103
H 1.37224 2.92318 2.03815
C -1.79241 -1.16184 -0.49867
H -0.86926 6.67285 2.78395
H 2.58865 -7.42053 -5.56569
H 1.26423 -9.04778 -4.57651
H 6.03812 -7.11830 -3.92940
C -4.14639 7.56328 -0.51297
H -4.52810 6.53641 -0.52252
H 1.23026 -7.90911 -2.10094
H 3.78216 -7.54486 -1.69270
H 2.60967 -6.33003 -1.30509
H -1.89193 -0.93588 6.23003
H 5.11476 -5.11829 -1.74064
H -0.89896 4.69923 6.06210
O 1.75002 -3.94834 -5.29724
H -4.95502 8.22902 -0.21071
H -2.30220 3.81032 5.46218
H 4.98258 -7.22118 0.23633
C 1.30005 2.56975 1.00574
H -1.11601 7.08813 0.23167
H 6.06959 -4.89740 -6.31846
C -2.67561 -1.82404 -1.55376
C 5.50971 -6.43116 -0.27703
N 4.55696 -5.64481 -1.07946
H 1.58630 3.41530 -0.95738
C -0.65824 6.12531 3.70399
H 6.29156 -6.86309 -0.89516
H -2.28108 -1.03137 0.46481
H -4.26076 0.15594 4.65491
O 6.37250 -6.20436 -3.93660
C -1.83438 7.76800 -0.22870
H -2.72785 5.52363 3.76146
H -2.08149 -1.63793 3.50342
O -3.08919 7.64849 0.44521
H -3.38105 -1.14383 -2.02808
C -0.84901 2.63213 0.08901
H -2.25788 6.52189 5.14066
H -3.54988 9.02217 -1.98955
H -4.06208 7.48758 -2.69818
H -1.35872 -1.61331 -3.27155
C -2.43040 -0.09976 5.77088
H 0.20126 3.20153 4.54874
C -3.47652 -0.59422 4.77914
C -0.25195 4.03028 -0.00456
H 1.50122 -3.75177 -2.92089
O -0.47937 -2.67914 -1.74481
O -1.49940 0.68292 5.01917
C 2.89714 -7.65840 -4.55686
P 5.19783 -5.20748 -4.43968
H -2.05223 6.36842 -1.85819
P 1.58555 -4.65686 -3.99801
H -0.53071 4.62180 0.86989
H 3.81950 -8.22590 -4.65500
C -1.71728 0.48300 3.61829
O 0.97316 -7.77485 -3.02747
H -0.57154 4.56510 -0.89906
H 0.38838 -5.39414 -3.95662
H -1.16230 3.21038 3.42044
H -2.17628 1.38730 3.20637
O 0.00869 4.90044 3.38027
C -1.47855 4.45821 5.16829
C 1.87467 -8.53316 -3.84841
C -0.58336 3.82172 4.11696
H 2.36730 -9.28449 -3.24566
H -1.39061 7.92615 -2.36468
Si 3.30850 -6.06680 -3.61090
H -3.25326 -0.68298 2.58802
H -3.24178 -2.64532 -1.10805
O 5.19487 -5.22912 -6.02730
C -3.53695 7.93827 -1.85783
C -2.65471 -0.70773 3.49705
C -0.61115 -2.11750 -0.43446
H -1.46912 8.79350 -0.10649
H -0.79610 -2.93183 0.27554
H 1.84896 4.57872 0.34721
H 2.13533 1.89706 0.80806
H -2.85398 0.51518 6.56575
O 5.45016 -3.88743 -3.88250
H -3.94515 -1.52707 5.08806
H 0.01023 6.73271 4.32402
H -0.76221 0.32673 3.11877
H -0.94163 2.17524 -0.90357
C 1.24172 3.73307 0.02977
H -1.96810 -3.26308 -3.05008
C -2.10048 7.44712 -1.69273
C -1.63647 -2.36565 -2.52639
H -1.46276 -0.18178 -0.84738
H 0.31968 -1.62263 -0.15881
O 0.06672 1.84901 0.86131
C -1.91928 5.73968 4.46339
C 3.57404 -6.48082 -1.78496
H 5.96648 -5.77809 0.45038
H -1.82963 2.61931 0.56899



Record 3
102
Properties=species:S:1:pos:R:3 method="wB97M-V/def2-TZVPD" e_above_lowest_kcal_mol=0.0 charge=0 multiplicity=1
C -4.23431 5.15960 1.53785
H 3.74847 -0.50988 -1.49456
C -2.76961 -3.94708 -0.45647
O 4.94214 0.20179 6.49162
H -3.53815 5.41116 2.33655
H -0.61797 3.15343 3.79637
H 6.07961 0.84629 -0.24253
H -1.73176 -3.61203 -0.49595
H 4.38748 -2.62400 0.61518
H 0.55836 -2.25914 -1.88532
H 0.71830 2.01848 -5.20183
H -4.22717 6.05228 -0.48412
H -0.18846 -0.64277 1.49435
S -4.61661 -1.98825 0.23910
H 2.52648 -1.22817 -0.40232
H -4.06722 -4.12155 1.41365
Cs -2.30371 -0.51228 3.35043
H -2.66292 5.84700 0.20873
H -0.15639 -2.20741 -4.56400
C 0.61179 -2.81040 -4.07912
O 1.62876 0.14690 -3.67939
H 1.96821 2.66827 4.12424
H 1.39425 -6.13765 -3.82746
H -2.84783 -1.29307 -1.16885
H -2.85426 -3.30475 -2.54810
C 1.60938 -5.07124 -3.81260
H -1.33593 0.64030 0.68607
H -1.50921 1.25769 -4.54686
Cs 0.30591 2.69221 1.19248
H 1.54254 -2.26947 -4.24983
C 2.10776 0.48335 3.96878
C 3.57436 -0.96531 -0.51783
H -4.31482 -1.24204 -2.02544
O -1.75114 3.58193 -0.50064
C -1.45305 1.85803 -3.63603
H -4.52841 2.02316 0.18819
O 2.27907 -4.26018 -1.31993
C 4.14189 0.05828 0.49455
H -3.22958 2.20648 1.28632
H -0.77152 -3.20508 -2.52294
C -4.82823 3.72844 1.65879
H 2.67179 -4.90304 -3.97460
O 6.26594 -1.06899 -1.97640
C -0.64603 1.04857 -2.61376
S -3.20637 3.75348 -0.52013
B -0.58316 -0.16732 0.55797
H 1.86743 1.70444 6.37931
H -1.16986 1.59045 4.55030
H -0.83486 -0.02204 -2.54775
S 1.09390 1.30079 -3.00527
C -0.58758 3.10986 -3.87677
H 1.17198 0.31625 4.51596
H 0.32361 0.29212 0.06581
C 0.79385 2.58338 -4.27455
C 2.87257 1.72524 5.93792
H 6.17495 -0.03797 1.32389
C 0.73525 -4.20680 -4.72099
H 3.60249 1.93764 3.98254
H 1.82320 0.40556 2.92126
H -1.05121 -1.03416 -0.06519
H 4.12822 -0.46304 3.93298
C -4.02045 2.77375 0.79108
C 3.17324 -0.49847 4.46254
O 7.10972 -2.33724 0.05037
H -4.75977 3.46300 2.71108
S 1.12039 -4.56385 -2.11986
H -5.03773 5.87655 1.71925
O -5.97292 -2.43481 -0.02920
H -4.35743 -3.87992 -1.97041
C -3.64624 5.37428 0.13483
H 1.57925 3.33161 -4.30633
C -3.47589 -3.32301 -1.64771
H -0.20249 -4.74661 -4.85408
C -3.76790 -1.86857 -1.32105
H -1.03089 3.71819 -4.66665
O 0.11543 -5.45974 -1.60301
B -1.50984 2.46365 3.91737
H -2.44657 2.05727 -3.24321
H -2.31102 3.05440 4.52016
H 4.33219 -2.96745 -1.10931
O -4.37182 -0.85913 1.13516
S 3.52778 0.05441 6.19636
C 4.48618 -2.17711 -0.37473
H -2.73520 -2.97212 1.41735
H -0.59958 3.70613 -2.96360
C 2.60471 1.84818 4.43318
H 3.92461 -0.16450 1.54068
H -0.69636 1.41707 -1.59260
H 1.23317 -4.02076 -5.67229
H 3.39050 2.50380 6.48764
O 1.75861 1.90520 -1.85840
C -3.50394 -3.43434 0.78862
H 2.92894 -1.55796 4.50684
O 2.67526 -0.76819 7.03324
H -2.65941 -5.03020 -0.46486
H -5.85594 3.70162 1.30408
C 0.29845 -3.02218 -2.61208
C 5.66719 0.04345 0.36530
S 6.12180 -1.48974 -0.59720
H -1.92814 2.13896 2.93915
O -3.94954 3.40716 -1.71869
H 3.75897 1.04945 0.25732



Record 4
91
Properties=species:S:1:pos:R:3 method="wB97M-V/def2-TZVPD" e_above_lowest_kcal_mol=0.0 charge=+1 multiplicity=1
N -1.65555 -0.51196 1.87980
H -4.42199 0.24068 -3.69227
I -4.40694 1.03665 -7.61044
H 4.23632 1.15566 -2.75788
H 2.24616 -5.10784 3.95341
H -3.17608 2.92536 -5.96912
H -2.56619 -2.96948 0.88892
H 3.39257 0.52472 -1.33698
H -5.44120 -0.43050 -4.92267
C -0.93197 -0.38135 -0.57194
P -2.49293 2.28153 -3.80123
H -2.40879 2.53185 -1.39120
H 5.19738 -2.31623 5.09312
H -3.70608 -0.23131 1.70030
H 1.37970 -1.58697 2.99932
C 6.36151 -4.07472 6.67020
C 0.70044 -0.83498 2.59610
C -3.31830 -2.18107 0.87042
C 1.87554 4.18682 -1.77849
N 4.00291 -3.76875 5.95675
H -1.00222 1.08681 -6.29037
O 3.60913 2.57833 -1.39189
H 2.69518 4.89265 -1.84665
C -0.64907 -1.47118 2.29916
H 7.04374 -4.81885 7.08213
H -0.26249 -1.22870 -0.42360
H 1.95186 -3.50205 5.78332
C 4.09416 1.28417 -1.68268
H -3.22011 -1.41874 2.87100
H -2.01776 4.63852 -3.87041
H 1.39076 -5.91976 5.25038
H 6.26154 -3.26782 7.39699
H -3.74259 -0.46155 -5.19896
H 6.82586 -3.67391 5.76838
H -0.29984 2.88170 -2.10660
H 5.38605 -4.50844 3.65998
H 5.04792 1.13423 -1.19646
H 4.66177 -5.18877 7.30647
C 0.80247 4.59635 -2.78419
C -4.53146 0.13588 -4.76430
H 0.56884 1.72674 -4.49319
H 3.10028 -6.24566 5.00475
H -0.50513 -2.27635 1.56167
P -1.19142 0.54862 -4.23091
H -4.33370 3.92301 -2.56843
H 3.53658 -2.24929 4.62202
H -2.11494 1.02262 0.57039
H 5.22407 -2.96581 2.83248
C -3.73393 2.60941 -5.09453
C -4.39089 3.07446 -1.89836
O -1.24521 0.28147 -5.79420
H -4.27487 -2.63869 1.12903
H -0.41532 0.32705 -1.22770
H -0.45067 0.94369 1.04614
C -4.68677 1.46359 -5.50223
H 2.44966 -4.67109 6.96852
H -4.81067 2.75403 0.15431
C 4.71469 -3.66425 3.50039
C 2.36936 2.78438 -2.01470
Br -6.05381 2.11825 -2.23335
H 1.48145 4.27522 -0.76942
H 1.16852 -0.42467 1.69958
H -4.31010 3.47111 -4.76946
H -1.80795 -0.72895 -1.10698
C 4.35373 -2.95098 4.81104
H -5.70836 1.79039 -5.42297
C 2.65916 -4.31927 5.95375
C -1.40143 3.74640 -3.80467
H -3.34277 1.14145 -1.86930
O -1.66274 -0.56158 -3.45864
O 0.29274 0.99464 -3.90767
H 3.83272 -4.02235 2.97089
H -1.00429 -1.95250 3.21317
H -3.40838 -1.81380 -0.15230
C -3.15161 2.18484 -2.09951
H 5.15836 -5.53325 5.65733
H 0.60546 5.65709 -2.67729
C -4.44357 3.57017 -0.45550
C -1.29583 0.31485 0.74868
C 5.01321 -4.71862 6.38460
H -3.46476 3.86485 -0.09647
H 2.48305 2.63608 -3.10028
C -3.00356 -1.05509 1.86275
H 0.60374 -0.03743 3.33361
H -1.06055 4.39899 -1.78997
H -0.78030 3.73983 -4.69822
H 1.66049 2.02707 -1.67098
H 1.20732 4.42270 -3.78087
H -5.16721 4.37250 -0.40315
C -0.51809 3.84830 -2.55115
C 2.34401 -5.46111 4.97944